1.
The following is a DFT calculation (wB97M-V/def2-TZVPD) of a cluster of 4 separate species, C37H53F29NO10PS in total.

Structure (XYZ):
```
132
Properties=species:S:1:pos:R:3:forces:R:3
O -0.851949 2.199736 -0.707356 0.08 0.18 0.14
H -1.560836 0.197922 -3.044100 0.02 -0.01 -0.07
H 0.647674 -0.152526 0.537745 0.11 -0.05 -0.03
F 1.222644 6.315002 -1.838509 -0.14 0.34 -0.06
H 11.166804 2.573143 -0.119864 0.03 -0.06 -0.04
H 8.460163 3.327840 -2.535432 0.07 -0.10 -0.02
H -1.012100 2.786367 -1.458185 -0.05 0.00 -0.04
H 10.434329 1.161420 0.648885 0.02 0.05 -0.07
H 7.331690 0.016152 6.087376 0.01 0.04 -0.10
F 7.312936 -1.653949 4.399674 0.03 -0.03 0.07
C 8.071041 1.591919 4.025587 0.07 -0.03 0.01
H -13.884176 -0.797734 4.822605 -0.02 -0.03 -0.01
C -8.251658 -3.065374 -1.256009 -0.02 -0.01 0.00
F 8.926470 2.309572 6.029127 0.07 0.00 0.04
C -13.873264 -0.186636 3.918734 0.04 0.05 0.00
H 10.347904 -2.955740 4.354823 0.04 0.03 -0.01
H 11.747565 -0.831124 0.632628 0.09 0.01 -0.03
F -9.101419 -8.083370 -1.157179 0.03 -0.03 -0.04
O 2.752321 4.227682 -3.292997 -0.37 -0.07 -0.08
H 6.231215 2.996479 -2.005024 0.01 -0.09 0.16
C -8.276722 -4.177881 1.107748 -0.16 0.24 0.38
F 2.383973 6.380579 0.509526 -0.04 0.21 0.15
H -2.033267 -2.575845 -3.223303 0.01 0.08 0.02
F -7.093761 -2.272392 0.565129 0.10 0.01 -0.01
H 13.517564 -0.624467 0.571416 -0.07 -0.02 0.04
H -6.789124 1.873379 -0.173400 0.02 -0.06 0.01
C -10.503249 0.417332 3.146773 0.41 0.22 0.12
H 4.109992 3.017089 -1.523181 -0.09 0.02 0.23
H 10.841134 2.800291 -2.600627 -0.06 -0.01 0.07
C 1.407876 2.141540 -2.120694 0.28 0.42 -0.09
O -11.525363 0.208014 4.087553 -0.11 -0.39 -0.05
H -3.580957 -1.875249 -3.631400 0.10 -0.10 0.01
F 3.725895 5.587795 -0.989435 0.05 0.13 -0.03
F -6.381131 -4.154020 -0.321161 -0.01 0.05 0.05
H -6.345103 1.074511 1.361730 -0.02 0.05 -0.08
F 10.197336 0.975226 4.822554 -0.01 0.03 0.06
C 2.792273 1.522036 -2.314394 0.17 0.01 0.02
H -9.322162 -3.866329 1.105558 0.03 0.01 -0.11
C 3.881833 1.967099 -1.335843 0.01 -0.14 -0.15
O -8.135427 -5.577870 1.143114 0.35 -0.06 -0.20
F 8.902077 -3.384634 3.041528 -0.04 -0.03 -0.02
H 2.658683 0.440559 -2.203166 -0.07 0.09 -0.08
F -8.678892 -4.170545 -1.900074 0.01 0.12 -0.07
H -10.463841 1.450755 2.800504 -0.06 -0.05 -0.08
H -0.839584 -0.440507 -5.709423 0.05 -0.06 0.06
C 7.723018 1.430746 -1.799746 -0.01 0.10 -0.29
N 0.777177 0.246331 -0.382981 -0.05 0.20 0.19
C 8.457784 -2.091213 4.954334 -0.05 -0.13 0.02
H 6.217178 1.803423 -3.287441 0.00 0.24 0.07
F -9.553732 -7.237817 1.375679 -0.11 0.06 0.01
F 0.338966 4.856347 -0.474725 -0.26 0.04 0.19
C 8.421557 0.053776 6.091544 -0.22 0.02 0.43
H 11.752530 0.605016 -1.955356 -0.16 0.01 -0.03
F -15.038916 0.482738 3.801880 -0.04 -0.05 -0.01
C 12.580620 -0.171199 0.900109 -0.13 0.07 0.00
C -2.639930 -1.671489 -3.110950 0.08 0.07 0.09
C -11.099797 -0.086920 0.647647 -0.01 -0.02 0.05
H -7.498107 -7.914157 0.032000 0.02 -0.01 -0.03
O 8.994444 -1.205993 5.837800 0.38 0.05 -0.34
F 2.844520 4.275413 0.476738 -0.09 -0.08 0.05
H 3.525049 1.853920 -0.309424 0.01 0.11 -0.05
C 11.161701 1.479300 -0.110774 0.02 -0.12 -0.08
H -5.479894 0.696767 -2.027695 0.04 0.00 0.05
C -2.941608 -1.457550 -1.608715 -0.15 0.01 -0.13
C -1.921868 -0.496102 -3.808847 -0.10 0.04 -0.11
F -9.158988 -0.757357 1.671474 0.02 -0.02 -0.01
O 0.436309 1.587101 -2.969358 0.00 -0.56 0.49
C 5.180279 1.153151 -1.520017 -0.04 -0.10 -0.05
H -2.639935 0.075228 -4.403669 0.00 -0.02 0.09
H 8.742350 0.307290 7.100498 -0.02 -0.04 0.02
C 0.625914 -0.532209 -4.132461 -0.13 -0.08 -0.08
H 8.015234 0.593210 -2.446013 -0.11 0.03 0.08
H -9.580556 0.212930 3.688129 0.00 0.03 0.01
C -0.746972 -0.908167 -4.725491 -0.02 0.10 0.12
C 10.808070 0.934608 -1.510097 -0.20 0.24 0.05
H -7.829884 -3.830995 2.038169 -0.03 -0.01 0.01
H -0.761651 -1.990218 -4.880049 0.00 0.08 -0.05
H 0.099034 -0.152275 -1.022331 -0.01 -0.07 -0.08
H 0.693184 -0.897042 -3.106780 0.10 -0.06 -0.04
F 8.168814 -3.222904 5.639380 -0.14 -0.09 -0.01
H -3.766297 0.984645 -1.724458 -0.03 -0.06 0.02
O 12.470321 1.095832 0.279876 0.10 0.04 0.09
C -10.481592 -0.557297 1.965961 -0.01 -0.05 -0.03
H -2.293880 -0.657821 -1.227686 0.05 -0.20 0.12
C 0.826835 0.958666 -4.152767 -0.66 -0.78 1.01
P 0.736015 1.941988 -0.342217 -0.29 -0.30 -0.28
H -2.700451 -2.375552 -1.065954 -0.01 0.08 -0.01
H 7.681904 1.030294 -0.791517 0.03 -0.09 0.25
F -11.008479 -1.748284 2.315817 0.06 0.01 0.00
H 4.957406 0.255631 -2.110956 0.05 0.02 0.12
C -4.394982 -1.064994 -1.307877 -0.08 0.31 -0.12
C 6.322165 1.923194 -2.202125 0.04 -0.22 -0.11
O 0.220581 4.218673 -3.309267 0.26 0.01 0.13
F -7.570535 -6.534551 -1.415849 0.00 -0.11 0.00
C -4.649053 0.456777 -1.350617 -0.01 0.03 -0.15
F -12.923346 1.546613 5.123787 0.03 0.12 -0.05
O -4.910269 1.004342 -0.067999 0.09 0.01 0.04
H 1.435839 -0.956112 -4.732494 -0.11 -0.02 0.08
F -13.713922 -0.973883 2.835753 -0.08 0.00 0.06
C -12.728747 0.834000 3.989612 -0.18 0.09 0.17
F -7.412477 -2.388662 -2.078516 -0.07 -0.04 0.00
C 8.933374 1.203423 5.224171 0.00 0.13 -0.04
C 8.809834 2.514816 -1.889456 0.06 0.01 0.02
F -12.418271 0.130799 0.796030 0.06 -0.02 -0.14
F 9.869332 -1.424937 3.153011 -0.07 -0.13 0.17
F -12.777726 1.690842 2.955858 -0.03 0.07 0.00
H -4.689735 -1.408197 -0.313445 0.03 0.00 -0.05
C -6.276193 1.010104 0.273694 -0.06 -0.08 0.02
H -10.607795 0.821417 0.291276 -0.03 0.00 -0.03
H 3.133433 1.744590 -3.331688 -0.05 -0.14 0.08
H 5.518735 0.781384 -0.546561 -0.01 0.15 -0.06
C 10.138860 1.978281 -2.423900 0.08 -0.18 0.03
F -9.971163 -5.735332 -0.144321 -0.07 -0.02 0.01
F 8.645985 2.638422 3.395806 -0.06 -0.05 -0.08
H 9.940180 1.519594 -3.400765 0.11 0.04 0.05
H 12.602728 -0.070142 1.993361 -0.05 0.01 -0.10
O 1.180427 1.588900 -5.073153 0.76 0.95 -1.45
H 10.147562 0.064451 -1.431397 0.15 -0.02 0.01
C 2.627365 5.345758 -0.284559 0.12 -0.32 -0.20
H 7.063430 1.871697 4.345117 0.01 0.00 -0.05
H -6.782936 0.093169 -0.048550 0.03 0.04 0.04
H -5.058199 -1.551994 -2.027735 0.06 -0.12 0.13
C 1.409520 5.146423 -1.220056 0.31 -0.16 -0.16
H 8.971372 2.966255 -0.903209 -0.10 0.00 -0.08
C 9.479743 -2.497709 3.878804 0.08 0.10 -0.05
F 8.005462 0.550379 3.169107 -0.05 0.14 -0.18
C -8.215529 -7.295958 -0.510014 -0.03 0.03 0.04
H -9.102491 -2.425453 -1.013211 0.00 -0.02 -0.01
F -10.926782 -1.070618 -0.273164 -0.06 0.05 -0.02
S 1.483518 3.949404 -2.677396 0.14 -0.02 0.08
C -8.982608 -6.401248 0.473944 -0.10 -0.24 0.03
C -7.487770 -3.458955 0.009870 0.05 0.00 -0.06
```
Forces are in eV/Å.

Summary:
**Kohn-Sham gap**: 9.6 eV
**DFT total energy**: -160123.8290 eV
**SMILES**: COCCCCCCCCC[C@@](OC(=O)CCCCCCCOC)(P(N)O)S(=O)(=O)C(F)(F)C(F)(F)F.FC(F)C(F)(F)COC(F)(F)C(F)F.FC(F)C(F)(F)COC(F)(F)C(F)F.FC(F)C(F)(F)COC(F)(F)C(F)F
**Net charge**: 0

Atomic partial charges in e from the Löwdin method, atoms 1 to 5:
1. O -0.29
2. H 0.08
3. H 0.04
4. F 0.13
5. H 0.12

2.
The following is a DFT calculation (wB97M-V/def2-TZVPD) of a structure of composition C37H53GeN4O2SbSeSr.

Structure (XYZ):
```
100
Properties=species:S:1:pos:R:3:forces:R:3
H 3.807829 -0.581420 -3.406869 -0.05 0.01 0.04
H -2.345917 -2.228921 -0.232191 0.11 0.05 -0.05
H -0.695666 5.120587 -1.206827 0.02 0.02 0.01
H 2.865956 1.516929 5.392613 0.00 0.04 -0.06
H 1.043505 6.232763 0.184565 0.01 -0.01 0.01
C 0.144149 -0.205198 -3.835401 0.10 0.02 0.02
C -0.075949 -0.669784 4.314513 -0.02 -0.16 -0.03
C 1.612392 0.799223 3.787466 0.32 0.30 -0.14
H 6.417004 -1.953907 -0.316853 0.01 0.02 0.01
H 4.783875 0.895833 -3.380875 -0.02 0.00 -0.01
C 4.390745 -1.369557 0.077031 0.03 -0.08 0.01
H -1.828996 2.420913 1.798649 0.01 -0.05 -0.07
N 3.590957 -0.477876 0.650698 0.53 0.40 0.35
H -1.571583 0.255880 -5.970559 0.01 0.00 0.02
H -5.247245 1.986771 0.255155 0.01 -0.03 0.01
C 3.095236 2.346987 -1.764990 0.08 0.10 0.06
N 0.575354 0.051931 3.398611 0.22 0.41 0.55
H -6.259898 1.746819 1.692213 0.00 0.01 -0.01
C -1.664873 -1.753022 -3.394886 0.07 0.05 0.02
H -2.517699 -2.328398 -3.736017 0.00 -0.01 -0.01
H -2.792000 -3.227319 -1.608574 0.01 0.00 -0.01
H -0.160904 -4.175934 1.193123 0.08 0.03 0.06
H -4.444070 -0.740113 -1.599403 0.00 0.02 0.04
C 2.456779 1.776014 -4.049077 -0.22 0.10 -0.07
H -6.964077 1.625917 0.075832 0.00 0.00 0.02
C 3.742067 -2.511846 -0.629783 0.05 -0.09 -0.17
C -1.234948 -1.822789 -2.070691 -0.12 0.00 -0.21
H -1.710428 -1.999069 4.682702 -0.01 0.02 -0.02
C -0.226994 3.164070 -0.469161 -0.03 0.00 -0.15
H 7.378043 0.036407 0.811559 -0.01 0.02 0.01
C -0.067366 4.553574 -0.532808 -0.08 -0.21 -0.10
H -3.553410 2.143794 2.118439 0.01 0.02 0.03
Sb 2.926893 2.055138 2.507371 0.52 0.80 0.31
H 3.326377 2.381695 -4.318796 -0.04 0.03 0.02
C 1.820357 -2.677052 2.139634 0.09 -0.02 0.05
C 2.733699 1.162631 -2.663986 0.03 -0.34 0.11
O 0.994966 -2.077762 1.405314 -0.32 -0.89 0.03
H 3.418620 1.988143 -0.787083 -0.03 0.00 0.06
Sr 1.274227 0.144883 1.000466 -1.40 -1.33 -2.30
C 0.843975 -4.563482 1.015623 -0.05 -0.16 -0.10
H 4.430952 0.060056 -1.876857 -0.02 -0.06 0.04
H -1.284628 -3.525181 -0.739748 -0.01 0.09 -0.05
H -2.326700 -1.336238 -5.883775 0.01 0.00 0.01
H 3.917882 2.931504 -2.190099 0.00 -0.04 0.01
C -1.150052 -1.592885 3.841256 -0.07 0.00 0.09
N 1.736948 0.340571 -1.936139 -0.26 0.48 -0.07
C 0.896056 5.161102 0.231582 0.14 0.05 0.13
H -2.211424 2.486588 -0.919885 0.01 0.03 -0.01
C -1.210699 2.474298 -1.358714 -0.07 0.08 -0.09
H -0.641987 -1.178650 -6.380090 0.01 -0.01 0.02
C -5.397663 -1.092516 -1.201569 0.03 -0.05 -0.17
H -3.753372 -1.846958 1.643164 0.02 0.02 -0.02
H -1.824256 -1.084597 3.155883 0.00 0.01 -0.03
H -0.933149 1.439500 -1.541826 0.06 -0.07 0.06
C 0.271893 -0.609355 5.665091 -0.10 -0.08 -0.12
H 1.117374 -4.324278 -0.015249 -0.02 0.04 0.02
H 3.528748 -3.317237 0.077198 0.00 0.04 0.04
H -1.258797 2.982790 -2.322917 -0.03 0.01 0.03
C -7.121291 -1.500568 1.460820 -0.14 -0.10 0.13
H -8.059764 -1.362505 0.922359 0.02 0.02 -0.01
H -7.270940 -1.174004 2.491213 -0.01 -0.01 -0.01
H 4.392299 -2.895055 -1.417106 0.02 -0.02 0.05
C -2.567274 1.683721 2.109036 -0.12 -0.02 0.06
C 5.450257 0.827652 1.357546 0.22 -0.15 -0.05
C 6.305741 -0.107850 0.770816 0.02 0.16 0.10
C 1.321549 0.182503 6.066346 0.10 0.10 -0.03
C -0.143640 -1.083977 -1.655874 -0.47 -0.01 -0.17
H -6.192289 -0.711836 -1.845339 0.00 -0.03 0.00
H 2.486618 4.837762 1.638051 0.01 -0.07 0.04
H 2.341549 1.033915 -4.835229 0.04 -0.05 0.03
H -2.309296 1.325632 3.105704 -0.02 0.01 0.00
C 2.021265 0.905701 5.104882 -0.08 -0.19 0.25
H 2.803259 -2.191225 -1.082457 -0.03 0.08 0.05
C 4.093370 0.583136 1.281091 -0.15 0.05 0.38
Ge -5.677901 -0.495284 0.626099 0.08 0.01 -0.08
C -6.075277 1.410255 0.670519 -0.06 0.17 0.00
C 4.014578 0.331232 -2.842960 0.09 -0.06 -0.10
H 1.587865 2.438489 -4.061337 -0.10 -0.09 0.06
C -4.023149 -0.789385 1.639629 -0.02 -0.21 0.19
H -0.284988 -1.206260 6.374256 0.02 0.01 0.02
C 1.701420 4.374875 1.055238 -0.09 0.26 -0.16
C -1.401864 -0.788532 -5.699135 -0.04 -0.01 -0.04
C -0.967303 -0.919190 -4.260089 0.01 0.00 -0.01
C 0.663332 -0.255836 -2.502050 0.06 -0.13 0.06
H 5.852494 1.695618 1.862507 -0.05 0.03 0.01
H 0.843520 -5.643572 1.152758 0.06 0.01 -0.01
H -4.117522 -0.479697 2.681906 0.00 0.01 -0.01
Se -2.544615 0.198627 0.847763 0.26 0.33 -0.03
H 0.020164 -1.164194 -0.601172 0.50 -0.23 0.36
H -6.895279 -2.567715 1.471123 0.02 0.01 0.00
N 0.508691 2.421879 0.359897 0.30 0.74 0.31
H -5.403459 -2.182007 -1.259735 -0.01 0.01 0.01
H 1.606007 0.231902 7.109517 0.02 0.01 -0.01
C -1.949468 -2.741188 -1.113890 -0.08 -0.17 0.11
C 1.474739 3.013871 1.087970 0.05 -0.21 0.36
H -0.696218 -2.414810 3.285407 0.05 0.03 -0.02
O 1.800038 -4.041322 1.943963 -0.07 0.04 0.14
C 5.779039 -1.213021 0.146006 -0.15 -0.10 -0.09
H 2.243518 3.015470 -1.633224 -0.05 0.00 -0.02
H 0.602116 0.404829 -4.586878 0.16 0.15 -0.08
```
Forces are in eV/Å.

Summary:
**Kohn-Sham gap**: 5.1 eV
**DFT total energy**: -178518.5659 eV
**Relative energy (zero: lowest compared OMol25 entry of this formula, charge and spin)**: 58.4 kcal/mol
**Net charge**: 0

Atomic partial charges in e from the Löwdin method, atoms 1 to 5:
1. H 0.09
2. H 0.02
3. H 0.12
4. H 0.08
5. H 0.11

> What is the formula in the first record?

C37H53F29NO10PS